Formula: C3H11O2S
Source: the Open Molecules 2025 dataset
Level of theory: ωB97M-V/def2-TZVPD

Summary:
Molar mass in g mol⁻¹: 111.19
Gap between HOMO and LUMO in eV: 6.97
Maximum force in eV Å⁻¹: 1.4
HOMO in eV: -3.0

```
! wB97M-V def2-TZVPD RIJCOSX def2/J DEFGRID3
* xyz -1 1
S -0.503 1.835 -0.857
O -2.927 -0.376 0.446
O -0.988 1.484 2.238
C 1.781 -0.790 0.301
C 1.390 -0.344 -1.126
C -0.049 0.117 -1.331
H -0.733 -0.652 -0.960
H -0.168 0.018 -2.425
H -2.855 0.058 1.281
H 1.316 -1.739 0.576
H -1.120 1.495 1.256
H -2.332 0.223 -0.042
H -0.951 0.566 2.449
H 2.863 -0.974 0.232
H 2.144 0.395 -1.400
H 1.613 -0.076 1.106
H 1.521 -1.240 -1.743
*
```